#A
{"formula": "C6H9N", "method": "ωB97M-V with the def2-TZVPD basis set", "homo_ev": -7.947, "e_lumo_ev": 1.0, "gap_ha": 0.3284, "smiles": "Cc1cc[nH]c1C", "species": ["N", "C", "C", "C", "C", "C", "C", "H", "H", "H", "H", "H", "H", "H", "H", "H"], "positions_angstrom": [[-0.12, -1.46, -0.92], [-0.35, 0.59, -0.08], [0.19, -0.67, 0.14], [1.01, -1.18, 1.28], [-1.08, 0.48, -1.28], [-0.17, 1.84, 0.70], [-0.92, -0.79, -1.85], [0.29, 2.63, 0.09], [-1.13, 2.22, 1.06], [1.96, -1.60, 0.93], [0.48, 1.69, 1.57], [1.24, -0.37, 1.98], [0.12, -2.44, -0.98], [-1.61, 1.25, -1.82], [-0.37, -0.23, -2.64], [0.48, -1.95, 1.84]]}

***

#B
{"formula": "C6H9N", "method": "ωB97M-V with the def2-TZVPD basis set", "homo_ev": -8.381, "e_lumo_ev": 1.2, "gap_ha": 0.3512, "species": ["N", "C", "C", "C", "C", "C", "C", "H", "H", "H", "H", "H", "H", "H", "H", "H"], "positions_angstrom": [[-1.09, 0.00, 0.26], [-1.03, -0.96, 1.36], [-0.40, -0.28, -1.02], [1.07, -0.62, -0.67], [0.02, 1.23, -1.10], [-0.23, 1.17, 0.36], [1.16, 0.82, -0.19], [2.03, 1.40, 0.09], [-0.10, 2.00, -1.85], [-0.41, 1.97, 1.07], [-0.47, -1.87, 1.11], [-0.94, -0.86, -1.77], [-2.03, -1.28, 1.68], [1.68, -0.77, -1.57], [1.25, -1.46, 0.02], [-0.53, -0.50, 2.22]]}

***

The structure with the least stability is #B.

***

#A
{"formula": "C6H9N", "method": "ωB97M-V with the def2-TZVPD basis set", "homo_ev": -7.081, "e_lumo_ev": 0.1, "gap_ha": 0.2634, "species": ["N", "C", "C", "C", "C", "C", "C", "H", "H", "H", "H", "H", "H", "H", "H", "H"], "positions_angstrom": [[-0.52, 0.38, -0.41], [0.95, 0.23, -0.17], [0.90, -0.90, -1.23], [-0.48, -1.14, -0.56], [0.91, -0.54, 1.21], [-0.07, -1.44, 0.87], [-1.39, 1.30, -0.35], [0.86, -0.55, -2.27], [-2.44, 1.06, -0.48], [-0.55, -2.19, 1.49], [0.63, 1.45, 2.22], [-1.06, 2.31, -0.13], [-1.33, -1.59, -1.08], [1.63, -1.70, -1.09], [1.53, 1.14, -0.27], [0.43, 2.18, 2.25]]}

***

#B
{"formula": "C6H9N", "method": "ωB97M-V with the def2-TZVPD basis set", "homo_ev": -7.741, "e_lumo_ev": 0.9, "gap_ha": 0.3168, "smiles": "CC(C)=CC#CN", "species": ["N", "C", "C", "C", "C", "C", "C", "H", "H", "H", "H", "H", "H", "H", "H", "H"], "positions_angstrom": [[-3.34, 0.16, -0.33], [1.26, 1.07, -0.83], [0.97, 0.02, 0.22], [-2.24, 0.65, 0.38], [-1.06, 0.54, 0.75], [0.16, 0.20, 1.31], [1.76, -1.25, 0.09], [1.48, -1.98, 0.85], [-4.23, 0.62, -0.17], [0.82, 2.04, -0.57], [0.88, 0.76, -1.80], [2.83, -1.07, 0.15], [2.34, 1.22, -0.92], [1.54, -1.70, -0.89], [0.21, -0.41, 2.21], [-3.39, -0.85, -0.45]]}

***

#C
{"formula": "C6H9N", "method": "ωB97M-V with the def2-TZVPD basis set", "homo_ev": -10.938, "e_lumo_ev": 0.8, "gap_ha": 0.4325, "smiles": "CC1(C#N)CCC1", "species": ["N", "C", "C", "C", "C", "C", "C", "H", "H", "H", "H", "H", "H", "H", "H", "H"], "positions_angstrom": [[-0.28, 2.68, -1.06], [0.63, 0.27, 1.04], [-1.79, -0.38, 0.25], [-0.46, 0.27, -0.09], [0.52, -0.57, -0.99], [-0.51, 1.63, -0.63], [1.62, -0.43, 0.08], [0.15, -1.58, -1.19], [2.41, 0.23, -0.24], [0.33, -0.29, 1.93], [2.01, -1.37, 0.46], [-1.63, -1.39, 0.65], [0.79, -0.11, -1.94], [0.97, 1.26, 1.37], [-2.32, 0.21, 1.01], [-2.42, -0.45, -0.64]]}

***

#D
{"formula": "C6H9N", "method": "ωB97M-V with the def2-TZVPD basis set", "homo_ev": -8.744, "e_lumo_ev": 0.9, "gap_ha": 0.3563, "species": ["N", "C", "C", "C", "C", "C", "C", "H", "H", "H", "H", "H", "H", "H", "H", "H"], "positions_angstrom": [[0.13, -1.43, -1.19], [0.49, -0.09, -0.67], [-1.67, 1.49, 0.39], [-0.87, 1.68, 1.32], [-1.46, 0.65, -0.70], [0.38, 1.30, 1.77], [1.30, -1.32, -0.35], [-1.93, -0.33, -0.71], [1.20, 2.01, 1.73], [2.29, -1.42, -0.80], [0.99, 0.58, -1.37], [0.44, 0.51, 0.59], [1.20, -1.77, 0.64], [0.45, 0.59, 2.60], [0.40, -1.51, -2.17], [-1.34, 1.09, -1.69]]}

***

The structure with the least stability is #D.

***

#A
{"formula": "C6H9N", "method": "ωB97M-V with the def2-TZVPD basis set", "homo_ev": -8.470, "e_lumo_ev": 1.2, "gap_ha": 0.3552, "smiles": "CN1C=C[C@H]2C[C@H]21", "species": ["N", "C", "C", "C", "C", "C", "C", "H", "H", "H", "H", "H", "H", "H", "H", "H"], "positions_angstrom": [[-0.43, -0.90, -0.19], [-0.57, -0.36, 1.12], [-1.70, -0.71, -0.89], [0.64, -0.11, -0.73], [-0.02, 0.86, 1.27], [0.85, 1.15, 0.09], [1.90, 0.01, 0.06], [-1.05, -0.97, 1.87], [-1.62, -1.05, -1.93], [0.76, -0.06, -1.80], [2.81, -0.13, -0.52], [-2.02, 0.34, -0.88], [2.01, -0.38, 1.06], [-0.08, 1.46, 2.16], [-2.47, -1.30, -0.38], [0.97, 2.17, -0.30]]}

***

#B
{"formula": "C6H9N", "method": "ωB97M-V with the def2-TZVPD basis set", "homo_ev": -8.670, "e_lumo_ev": 1.2, "gap_ha": 0.3624, "species": ["N", "C", "C", "C", "C", "C", "C", "H", "H", "H", "H", "H", "H", "H", "H", "H"], "positions_angstrom": [[0.86, 0.47, -0.09], [-0.97, -0.79, 0.83], [-1.00, 1.37, -0.13], [1.90, -0.54, -0.03], [-0.20, 0.54, 0.94], [-1.04, -0.96, -0.49], [-0.30, 0.29, -1.01], [2.56, -0.39, -0.89], [-1.44, -1.34, 1.64], [-2.09, 1.30, -0.07], [1.53, -1.58, -0.05], [0.09, 0.91, 1.93], [-0.66, 2.39, -0.31], [2.49, -0.39, 0.87], [-0.11, 0.41, -2.08], [-1.60, -1.68, -1.08]]}

***

The structure with the least stability is #B.

***

#A
{"formula": "C6H9N", "method": "ωB97M-V with the def2-TZVPD basis set", "homo_ev": -8.275, "e_lumo_ev": 0.9, "gap_ha": 0.3381, "species": ["N", "C", "C", "C", "C", "C", "C", "H", "H", "H", "H", "H", "H", "H", "H", "H"], "positions_angstrom": [[0.41, -0.44, 1.31], [-0.39, 0.59, 1.58], [-0.68, 2.25, -0.21], [-1.05, 0.83, 0.23], [1.21, -2.13, -0.39], [-0.53, -0.24, -0.70], [0.36, -0.97, -0.02], [-1.05, 2.99, 0.50], [0.41, 2.36, -0.27], [0.96, -2.50, -1.39], [1.09, -2.95, 0.32], [2.27, -1.85, -0.39], [-2.14, 0.79, 0.36], [-0.81, -0.37, -1.73], [-1.10, 2.47, -1.20], [1.04, -0.84, 2.00]]}

***

#B
{"formula": "C6H9N", "method": "ωB97M-V with the def2-TZVPD basis set", "homo_ev": -8.936, "e_lumo_ev": 1.0, "gap_ha": 0.3651, "smiles": "C#CC[C@]1(C)CN1", "species": ["N", "C", "C", "C", "C", "C", "C", "H", "H", "H", "H", "H", "H", "H", "H", "H"], "positions_angstrom": [[-2.07, -0.48, -0.03], [3.07, 0.31, -0.40], [-0.33, 1.40, 0.35], [1.95, -0.08, -0.68], [-0.44, -0.13, 0.20], [-1.30, -1.31, 0.82], [0.56, -0.52, -0.94], [4.04, 0.66, -0.11], [-2.64, 0.10, 0.60], [0.58, -1.61, -1.09], [-0.51, 1.81, -0.67], [0.63, 1.84, 0.67], [-1.12, 1.78, 0.99], [-1.58, -1.46, 1.86], [0.23, -0.07, -1.89], [-1.07, -2.25, 0.32]]}

***

The structure with the least stability is #B.

***

#A
{"formula": "C6H9N", "method": "ωB97M-V with the def2-TZVPD basis set", "homo_ev": -7.951, "e_lumo_ev": 0.7, "gap_ha": 0.3179, "species": ["N", "C", "C", "C", "C", "C", "C", "H", "H", "H", "H", "H", "H", "H", "H", "H"], "positions_angstrom": [[1.36, 1.11, -0.18], [-1.19, 1.49, -0.28], [1.54, -1.04, 0.32], [-0.01, 0.59, -0.10], [-0.98, -1.72, 0.29], [0.12, -0.72, 0.16], [2.41, 0.00, 0.24], [1.69, 1.16, -1.15], [1.52, 2.03, 0.23], [1.89, -2.06, 0.49], [-2.11, 0.91, -0.15], [-1.24, 1.95, -1.28], [-0.90, -2.47, -0.51], [-1.97, -1.27, 0.23], [-1.22, 2.30, 0.46], [-0.90, -2.26, 1.24]]}

***

#B
{"formula": "C6H9N", "method": "ωB97M-V with the def2-TZVPD basis set", "homo_ev": -8.331, "e_lumo_ev": 0.9, "gap_ha": 0.3384, "species": ["N", "C", "C", "C", "C", "C", "C", "H", "H", "H", "H", "H", "H", "H", "H", "H"], "positions_angstrom": [[1.35, 1.56, 0.03], [0.14, -0.49, -0.35], [2.53, 1.02, 0.22], [-1.05, 1.66, -0.64], [-0.76, -2.47, 0.81], [0.17, 0.82, -0.34], [-0.06, -1.78, -0.33], [-1.44, -3.24, 0.42], [-1.92, 1.01, -0.75], [-0.06, -2.97, 1.49], [-0.93, 2.25, -1.56], [-1.24, 2.34, 0.20], [0.27, -2.38, -1.19], [-1.35, -1.76, 1.38], [1.15, 2.56, 0.12], [3.19, 1.86, 0.50]]}

***

#C
{"formula": "C6H9N", "method": "ωB97M-V with the def2-TZVPD basis set", "homo_ev": -7.677, "e_lumo_ev": 0.8, "gap_ha": 0.3109, "species": ["N", "C", "C", "C", "C", "C", "C", "H", "H", "H", "H", "H", "H", "H", "H", "H"], "positions_angstrom": [[-1.55, -0.27, 0.00], [2.00, -0.03, -0.14], [3.37, 0.41, 0.11], [0.87, -0.41, -0.35], [-2.84, -0.37, -0.39], [-0.45, -0.91, -0.71], [-1.62, 0.91, 0.68], [-1.98, 1.79, 0.16], [4.00, -0.43, 0.39], [3.80, 0.89, -0.78], [-0.63, -0.72, -1.78], [-0.50, -2.00, -0.56], [-3.62, -0.49, 0.34], [-1.20, 1.01, 1.67], [-3.07, -0.49, -1.45], [3.40, 1.14, 0.93]]}

***

The structure with the least stability is #C.

***

#A
{"formula": "C2H4N2", "method": "ωB97M-V with the def2-TZVPD basis set", "homo_ev": -9.785, "e_lumo_ev": 1.1, "gap_ha": 0.4012, "smiles": "C=NN=C", "species": ["N", "N", "C", "C", "H", "H", "H", "H"], "positions_angstrom": [[0.31, 0.32, -0.67], [0.03, 0.55, 0.63], [-1.09, 0.16, 1.06], [0.86, -0.78, -1.05], [-1.35, 0.38, 2.11], [1.06, -1.57, -0.28], [-1.86, -0.29, 0.43], [1.15, -0.86, -2.08]]}

***

#B
{"formula": "C2H4N2", "method": "ωB97M-V with the def2-TZVPD basis set", "homo_ev": [-9.084, -7.902], "e_lumo_ev": [0.8, 0.6], "gap_ha": [0.3632, 0.3117], "species": ["N", "N", "C", "C", "H", "H", "H", "H"], "positions_angstrom": [[0.53, 0.37, 0.81], [-1.47, 0.17, -0.10], [1.47, -0.55, 0.00], [1.34, 0.71, -0.24], [-2.00, 0.63, 0.67], [1.86, -1.63, -0.03], [-1.43, -0.74, 0.42], [1.74, 1.52, -0.88]]}

***

#C
{"formula": "C2H4N2", "method": "ωB97M-V with the def2-TZVPD basis set", "homo_ev": -10.424, "e_lumo_ev": 0.8, "gap_ha": 0.4141, "smiles": "N#CCN", "species": ["N", "N", "C", "C", "H", "H", "H", "H"], "positions_angstrom": [[2.21, -0.61, -0.48], [-1.08, -0.44, 0.15], [-0.08, 0.60, -0.02], [1.26, 0.01, -0.26], [-0.33, 1.24, -0.87], [-0.87, -1.21, -0.47], [-1.04, -0.82, 1.09], [-0.07, 1.23, 0.87]]}

***

#D
{"formula": "C2H4N2", "method": "ωB97M-V with the def2-TZVPD basis set", "homo_ev": -8.056, "e_lumo_ev": -1.6, "gap_ha": 0.2373, "species": ["N", "N", "C", "C", "H", "H", "H", "H"], "positions_angstrom": [[3.27, 0.11, -0.10], [0.89, -0.11, -0.09], [-1.35, 0.00, -0.13], [2.09, 0.10, 0.01], [-1.43, 0.85, 0.61], [3.82, -0.70, -0.12], [-1.38, -0.06, -1.23], [-1.43, -1.03, 0.40]]}

***

The structure with the least stability is #B.